Below is a cluster of 27 separate species, C35H122BF4O36 in total at a distorted geometry, with properties calculated with the ωB97M-V functional and the def2-TZVPD basis.

Geometry as ORCA input:
```
! wB97M-V def2-TZVPD RIJCOSX def2/J DEFGRID3
* xyz -1 1
B 0.26 -0.08 0.76
F -0.07 -0.60 -0.48
F 0.34 -1.20 1.54
F 1.49 0.56 0.66
F -0.68 0.89 1.21
O -3.12 0.34 4.34
H -3.21 0.98 5.04
H -2.98 0.86 3.55
O -1.84 -2.58 0.18
H -1.96 -2.45 1.12
H -1.23 -1.90 -0.08
O 1.28 4.25 3.60
H 1.91 4.49 4.28
H 1.70 4.54 2.78
O 2.97 -3.61 -3.56
H 3.43 -3.21 -2.83
H 2.38 -2.93 -3.87
O 3.14 -2.27 3.74
H 2.21 -2.46 3.82
H 3.32 -2.35 2.80
O -1.22 4.41 2.36
H -0.39 4.12 2.73
H -1.67 4.83 3.09
O 2.37 -0.85 -1.69
H 2.00 -0.81 -2.57
H 1.65 -0.60 -1.11
O -1.60 4.41 5.51
H -1.15 3.58 5.36
H -2.53 4.19 5.51
O -2.71 2.25 2.07
H -2.09 1.62 1.68
H -2.26 3.09 2.01
O -0.62 0.79 -3.94
H -0.33 1.69 -3.80
H -1.32 0.66 -3.30
O -1.93 5.92 0.07
H -2.89 5.92 0.13
H -1.65 5.44 0.85
C 0.80 7.13 1.45
C 1.47 6.12 0.57
O 2.45 5.30 1.27
O 1.73 8.18 1.90
H 0.24 6.69 2.27
H 0.06 7.59 0.79
H 2.02 6.65 -0.21
H 0.67 5.59 0.06
H 3.13 5.90 1.57
H 2.29 7.90 2.63
C 1.50 0.74 5.71
C 0.22 0.82 4.87
O -0.21 2.19 4.71
O 1.24 1.34 6.99
H 2.30 1.35 5.30
H 1.88 -0.28 5.81
H -0.53 0.17 5.32
H 0.41 0.32 3.92
H 0.38 2.59 4.07
H 0.72 2.13 6.86
C 1.48 -1.52 -5.60
C 1.73 -0.08 -5.97
O 0.57 0.69 -6.28
O 1.05 -1.59 -4.21
H 2.38 -2.12 -5.71
H 0.79 -1.96 -6.32
H 2.28 -0.05 -6.91
H 2.28 0.47 -5.20
H 0.08 0.58 -5.46
H 0.62 -0.76 -3.99
C -0.52 3.11 -1.33
C -0.55 4.00 -2.59
O 0.37 3.38 -3.47
O -1.15 1.83 -1.45
H -0.86 3.74 -0.51
H 0.52 2.92 -1.07
H -0.11 4.96 -2.30
H -1.53 4.19 -3.03
H 0.14 3.61 -4.37
H -1.00 1.34 -0.64
C -2.01 -3.28 3.82
C -0.64 -3.76 3.63
O 0.29 -2.71 3.91
O -2.34 -2.21 3.01
H -2.19 -2.90 4.83
H -2.70 -4.08 3.54
H -0.45 -4.12 2.62
H -0.50 -4.59 4.32
H 0.20 -2.02 3.25
H -2.47 -1.39 3.49
C 3.53 3.51 -2.03
C 4.44 4.65 -2.56
O 3.76 5.81 -2.83
O 2.89 2.98 -3.17
H 2.78 3.90 -1.34
H 3.98 2.73 -1.42
H 5.00 4.33 -3.44
H 5.25 4.92 -1.88
H 3.28 5.70 -3.65
H 1.97 3.21 -3.05
C 6.75 -1.80 0.11
C 7.37 -0.39 -0.19
O 6.46 0.60 -0.52
O 6.91 -2.57 -1.06
H 5.68 -1.71 0.32
H 7.21 -2.29 0.98
H 8.19 -0.42 -0.90
H 7.81 -0.13 0.77
H 5.69 0.43 0.02
H 6.19 -2.30 -1.64
C -1.08 -5.65 -2.73
C -0.27 -4.59 -1.96
O -0.41 -4.77 -0.56
O -0.48 -6.88 -2.59
H -1.03 -5.39 -3.78
H -2.12 -5.79 -2.43
H -0.78 -3.65 -2.13
H 0.77 -4.57 -2.30
H -1.09 -4.20 -0.19
H -0.95 -7.43 -1.97
C 2.71 -3.61 0.37
C 2.51 -4.85 1.26
O 1.75 -5.84 0.57
O 3.48 -2.48 1.03
H 1.75 -3.26 -0.01
H 3.34 -3.87 -0.48
H 2.05 -4.52 2.20
H 3.46 -5.27 1.60
H 0.95 -5.43 0.23
H 3.44 -1.62 0.61
C 5.90 -1.13 -4.71
C 4.96 -0.55 -3.68
O 4.79 -1.31 -2.50
O 5.24 -2.16 -5.40
H 6.89 -1.42 -4.34
H 6.14 -0.29 -5.36
H 3.92 -0.43 -3.99
H 5.30 0.42 -3.30
H 3.93 -1.06 -2.15
H 5.19 -2.93 -4.83
C 3.71 2.17 2.78
C 4.82 1.26 2.20
C 5.39 0.40 3.37
O 4.21 0.54 1.13
H 2.78 1.72 3.12
H 3.53 2.98 2.06
H 4.03 2.83 3.59
H 5.54 1.95 1.76
H 4.64 0.04 4.07
H 6.14 0.93 3.96
H 5.91 -0.48 2.99
H 3.30 0.34 1.38
C -4.27 -1.26 -3.89
C -3.65 -2.35 -4.79
C -2.21 -2.04 -5.07
O -3.73 -3.65 -4.24
H -4.14 -0.22 -4.18
H -3.99 -1.45 -2.86
H -5.35 -1.39 -3.82
H -4.16 -2.35 -5.76
H -1.81 -2.45 -5.99
H -1.51 -2.16 -4.24
H -2.16 -1.00 -5.40
H -3.55 -3.56 -3.31
C -6.03 -3.46 -1.41
C -4.83 -3.21 -0.49
C -4.84 -4.12 0.76
O -3.75 -3.62 -1.27
H -6.89 -3.01 -0.92
H -6.28 -4.52 -1.41
H -5.86 -3.18 -2.45
H -4.82 -2.15 -0.28
H -5.11 -5.15 0.51
H -5.69 -3.84 1.38
H -3.93 -4.02 1.35
H -2.99 -3.28 -0.79
C -4.92 2.88 -1.85
C -5.46 2.27 -0.59
C -5.11 0.81 -0.32
O -5.07 2.91 0.58
H -5.42 2.45 -2.71
H -3.88 2.55 -1.93
H -4.97 3.94 -2.08
H -6.54 2.35 -0.49
H -5.57 0.10 -1.00
H -5.49 0.48 0.64
H -4.06 0.59 -0.55
H -4.23 2.55 0.87
C -5.78 -0.79 2.91
C -6.28 -0.87 4.38
C -7.49 -1.79 4.46
O -5.19 -1.24 5.17
H -6.62 -0.50 2.29
H -5.50 -1.75 2.48
H -5.04 -0.02 2.73
H -6.76 0.03 4.77
H -8.36 -1.43 3.92
H -7.73 -2.01 5.50
H -7.45 -2.68 3.82
H -4.47 -0.75 4.77
*
```

- Kohn-Sham gap: 7.96 eV
- E_HOMO: -6.8 eV

Below is a structure of composition C27H50AlIO10PS, with properties calculated with the ωB97M-V functional and the def2-TZVPD basis.

Geometry as ORCA input:
```
! wB97M-V def2-TZVPD RIJCOSX def2/J DEFGRID3
* xyz -1 1
C -3.44 -0.55 -1.76
C -2.28 -1.56 -1.85
O -1.40 -1.48 -0.76
C -1.87 -2.08 0.43
C -0.75 -2.00 1.46
Al 0.56 -0.58 0.92
I 2.11 -1.33 -1.09
C -0.30 1.15 0.34
O -1.73 1.22 0.67
C -1.99 2.00 1.76
C -2.20 1.39 3.00
C -2.49 2.17 4.11
C -2.57 3.55 3.99
C -2.37 4.16 2.76
C -2.08 3.38 1.64
P 2.16 -0.28 2.67
S 1.45 0.62 4.29
H -3.38 0.01 -0.84
H -4.41 -1.05 -1.86
H -3.35 0.16 -2.58
H -1.68 -1.33 -2.72
H -2.64 -2.59 -1.96
H -2.16 -3.12 0.23
H -2.75 -1.54 0.80
H -1.16 -1.82 2.46
H -0.22 -2.95 1.52
H 0.22 2.02 0.73
H -0.24 1.21 -0.75
H -2.11 0.32 3.06
H -2.61 1.68 5.07
H -2.78 4.16 4.86
H -2.44 5.23 2.65
H -1.92 3.82 0.67
H 3.21 0.50 2.11
H 2.63 -1.57 3.00
O 2.41 -4.60 4.30
C 2.90 -3.90 5.15
O 4.10 -3.34 4.92
C 4.66 -2.34 5.77
C 5.46 -2.94 6.91
C 2.24 -3.71 6.50
H 3.90 -1.64 6.12
H 5.33 -1.76 5.12
H 4.82 -3.52 7.57
H 5.94 -2.16 7.49
H 6.22 -3.61 6.52
H 2.59 -4.49 7.18
H 1.17 -3.81 6.37
H 2.43 -2.73 6.94
O 6.03 1.36 3.50
C 6.55 1.05 2.46
O 6.93 2.02 1.60
C 7.70 1.75 0.43
C 6.83 1.39 -0.75
C 6.71 -0.39 2.06
H 8.46 0.99 0.63
H 8.24 2.68 0.23
H 6.28 0.47 -0.58
H 7.44 1.26 -1.65
H 6.10 2.18 -0.93
H 5.82 -0.71 1.51
H 6.78 -0.99 2.96
H 7.59 -0.60 1.46
O -4.63 -0.86 -5.40
C -3.68 -1.57 -5.58
O -2.47 -1.13 -5.20
C -1.31 -1.96 -5.16
C -0.59 -2.00 -6.50
C -3.80 -2.91 -6.28
H -1.55 -2.96 -4.80
H -0.67 -1.51 -4.41
H -1.21 -2.45 -7.28
H 0.33 -2.57 -6.42
H -0.34 -0.98 -6.82
H -3.67 -2.76 -7.35
H -4.80 -3.29 -6.10
H -3.09 -3.65 -5.93
O -2.87 5.02 -3.91
C -3.96 4.53 -3.87
O -4.11 3.31 -3.33
C -5.40 2.73 -3.08
C -5.90 1.96 -4.29
C -5.16 5.22 -4.48
H -6.09 3.49 -2.72
H -5.25 2.03 -2.26
H -6.05 2.61 -5.15
H -6.84 1.46 -4.06
H -5.15 1.21 -4.54
H -5.25 4.91 -5.52
H -4.99 6.29 -4.45
H -6.10 5.01 -3.97
*
```

- Kohn-Sham gap: 6.63 eV
- E_HOMO: -4.4 eV

- Which value of Kohn-Sham gap does entry 2 give?
  6.63 eV

- Among the records above, which one has the highest E_HOMO?
  C27H50AlIO10PS

- Which formula does entry 1 have?
  C35H122BF4O36

- Look up the E_HOMO of the first one.
  -6.8 eV